[1]
{"formula": "C31H27Cl3CrINO2PS", "method": "ωB97M-V/def2-TZVPD", "elements": ["Cr", "I", "C", "C", "C", "C", "C", "C", "C", "C", "C", "P", "C", "C", "C", "C", "C", "C", "C", "C", "C", "C", "C", "C", "C", "H", "H", "H", "H", "H", "H", "H", "H", "H", "H", "H", "H", "H", "H", "H", "H", "C", "C", "C", "N", "C", "C", "H", "H", "H", "H", "H", "C", "S", "C", "H", "H", "H", "H", "H", "H", "Cl", "C", "Cl", "Cl", "C", "O", "O"], "xyz": [[1.068, 0.858, 0.407], [0.127, 1.182, 2.907], [-1.651, 0.147, 3.293], [-2.052, 0.479, 4.557], [-3.207, -0.084, 5.133], [-3.918, -0.984, 4.414], [-3.527, -1.349, 3.101], [-4.326, -2.306, 2.431], [-4.025, -2.709, 1.170], [-2.909, -2.145, 0.535], [-2.093, -1.212, 1.127], [-0.735, -0.703, -0.003], [-1.622, -0.321, -1.546], [-1.155, -0.717, -2.797], [-1.816, -0.316, -3.952], [-2.938, 0.495, -3.866], [-3.401, 0.907, -2.621], [-2.749, 0.499, -1.469], [0.202, -2.256, -0.218], [-0.087, -3.261, -1.138], [0.689, -4.412, -1.182], [1.751, -4.578, -0.303], [2.038, -3.590, 0.629], [1.269, -2.436, 0.665], [-2.373, -0.781, 2.471], [-1.474, 1.184, 5.140], [-3.501, 0.198, 6.135], [-4.804, -1.449, 4.830], [-5.184, -2.709, 2.953], [-4.630, -3.443, 0.655], [-2.701, -2.461, -0.481], [-0.271, -1.337, -2.882], [-1.453, -0.643, -4.919], [-3.457, 0.802, -4.765], [-4.273, 1.543, -2.548], [-3.126, 0.818, -0.504], [-0.917, -3.160, -1.826], [0.457, -5.184, -1.904], [2.351, -5.478, -0.340], [2.856, -3.714, 1.327], [1.501, -1.677, 1.410], [3.346, 0.255, -3.807], [2.137, 0.929, -3.774], [1.453, 1.001, -2.576], [1.916, 0.446, -1.448], [3.090, -0.202, -1.487], [3.829, -0.323, -2.646], [3.911, 0.186, -4.729], [1.720, 1.394, -4.657], [0.498, 1.507, -2.510], [3.443, -0.617, -0.553], [4.770, -0.854, -2.624], [0.167, 4.525, 1.147], [0.173, 3.446, -0.296], [1.320, 4.370, -1.331], [1.189, 4.721, 1.466], [-0.351, 4.011, 1.952], [-0.354, 5.453, 0.918], [0.846, 5.274, -1.706], [1.614, 3.745, -2.173], [2.211, 4.623, -0.758], [5.770, 1.741, 0.950], [4.714, 1.689, 2.369], [4.672, 0.009, 3.009], [5.326, 2.768, 3.600], [3.234, 2.026, 1.997], [2.547, 2.650, 2.775], [2.878, 1.532, 0.866]], "lowdin_charge": [0.209, 1.404, -0.543, -0.182, -0.056, -0.022, -0.148, -0.012, -0.041, -0.084, -0.269, 1.022, -0.368, -0.118, -0.065, -0.064, -0.058, -0.082, -0.347, -0.088, -0.056, -0.061, -0.060, -0.113, -0.160, 0.079, 0.117, 0.122, 0.123, 0.117, 0.104, 0.100, 0.112, 0.111, 0.113, 0.116, 0.099, 0.113, 0.112, 0.114, 0.084, -0.029, -0.030, -0.147, -0.043, -0.095, -0.019, 0.121, 0.120, 0.102, 0.118, 0.121, -0.383, 0.747, -0.358, 0.045, -0.006, 0.048, 0.048, 0.023, 0.053, 0.615, -1.501, 0.593, 0.651, -0.834, -0.098, -0.240], "max_force_ev_per_a": 0.776, "homo_ev": [-10.9, -11.1], "s_squared": 6.022, "spin_multiplicity": 5, "total_energy_ev": -132380.6777, "total_charge": 1, "homo_lumo_gap_ha": [0.302, 0.305], "de_lowest_kj_mol": 5.7}

***

[2]
{"formula": "C17H22N2O3S", "method": "ωB97M-V/def2-TZVPD", "elements": ["C", "O", "C", "C", "C", "N", "C", "C", "C", "C", "C", "C", "N", "S", "O", "O", "C", "C", "C", "C", "C", "C", "C", "H", "H", "H", "H", "H", "H", "H", "H", "H", "H", "H", "H", "H", "H", "H", "H", "H", "H", "H", "H", "H", "H"], "xyz": [[-5.276, -2.595, -0.635], [-4.914, -1.431, 0.059], [-3.515, -1.268, 0.158], [-3.224, 0.028, 0.906], [-1.720, 0.294, 0.975], [-1.152, 0.439, -0.347], [-1.209, 1.738, -0.984], [-0.127, 2.660, -0.486], [0.936, 3.031, -1.307], [1.929, 3.842, -0.785], [1.836, 4.248, 0.538], [0.744, 3.819, 1.275], [-0.212, 3.052, 0.781], [0.160, -0.511, -0.700], [0.521, -0.244, -2.061], [-0.180, -1.851, -0.329], [1.556, 0.027, 0.379], [2.557, -1.067, 0.304], [2.624, -2.044, 1.289], [3.515, -3.095, 1.172], [4.343, -3.185, 0.066], [4.274, -2.220, -0.925], [3.386, -1.167, -0.809], [-6.364, -2.620, -0.657], [-4.888, -2.585, -1.661], [-4.899, -3.493, -0.130], [-3.060, -1.227, -0.843], [-3.068, -2.122, 0.688], [-3.734, 0.846, 0.397], [-3.627, -0.041, 1.917], [-1.230, -0.572, 1.426], [-1.515, 1.188, 1.574], [-1.089, 1.568, -2.055], [-2.193, 2.168, -0.786], [0.977, 2.676, -2.325], [2.764, 4.151, -1.398], [2.588, 4.880, 0.984], [0.620, 4.103, 2.312], [1.915, 0.960, -0.041], [1.152, 0.171, 1.376], [1.972, -1.980, 2.148], [3.560, -3.849, 1.944], [5.035, -4.009, -0.026], [4.912, -2.292, -1.793], [3.317, -0.423, -1.587]], "lowdin_charge": [-0.121, -0.190, -0.246, -0.136, -0.217, -0.240, -0.130, -0.287, -0.030, -0.061, -0.061, -0.134, 0.114, 0.648, -0.279, -0.270, -0.148, -0.286, -0.041, -0.077, -0.087, -0.074, -0.040, 0.086, 0.089, 0.088, 0.123, 0.130, 0.113, 0.121, 0.114, 0.109, 0.118, 0.134, 0.117, 0.109, 0.101, 0.107, 0.089, 0.106, 0.116, 0.103, 0.101, 0.103, 0.115], "max_force_ev_per_a": 1.071, "homo_ev": -9.0, "total_energy_ev": -37943.2152, "total_charge": 0, "smiles": "COCCCN(Cc1ccccn1)S(=O)(=O)Cc1ccccc1", "homo_lumo_gap_ha": 0.353, "de_lowest_kj_mol": 193.3}

***

[3]
{"formula": "C38H61BrN3ReS2Si", "method": "ωB97M-V/def2-TZVPD", "elements": ["Re", "C", "C", "C", "C", "C", "H", "H", "H", "H", "H", "C", "C", "C", "C", "C", "C", "C", "N", "C", "C", "C", "C", "C", "C", "C", "N", "C", "C", "C", "C", "H", "H", "H", "H", "H", "H", "H", "H", "H", "H", "H", "H", "H", "H", "H", "H", "H", "H", "H", "H", "H", "H", "H", "H", "C", "C", "C", "C", "Si", "Br", "C", "C", "C", "C", "C", "C", "C", "C", "H", "H", "H", "H", "H", "H", "H", "H", "H", "H", "H", "H", "H", "H", "H", "H", "H", "H", "H", "H", "H", "H", "H", "H", "H", "H", "H", "S", "C", "N", "C", "C", "S", "H", "H", "H", "H", "H"], "xyz": [[-1.336, 1.310, -0.244], [-2.349, 1.649, 1.684], [-2.216, 2.957, 1.068], [-3.531, 3.370, 0.732], [-4.470, 2.403, 1.137], [-3.769, 1.351, 1.685], [-1.713, 1.291, 2.484], [-1.413, 3.657, 1.246], [-3.773, 4.308, 0.245], [-5.539, 2.461, 0.998], [-4.196, 0.423, 2.043], [-6.966, -0.890, -4.138], [-6.361, -1.649, -2.946], [-7.381, -1.698, -1.791], [-6.020, -3.076, -3.376], [-5.144, -0.904, -2.429], [-5.190, 0.471, -2.185], [-4.114, 1.114, -1.632], [-2.968, 0.475, -1.311], [-2.859, -0.833, -1.652], [-3.926, -1.533, -2.167], [-1.502, -1.400, -1.503], [-1.158, -2.652, -1.950], [0.160, -3.115, -1.867], [1.087, -2.230, -1.324], [0.693, -0.982, -0.893], [-0.580, -0.556, -0.967], [0.511, -4.511, -2.351], [0.110, -4.642, -3.829], [2.003, -4.802, -2.208], [-0.286, -5.524, -1.507], [-7.798, -1.467, -4.540], [-6.238, -0.751, -4.940], [-7.361, 0.086, -3.854], [-8.282, -2.209, -2.131], [-7.668, -0.696, -1.466], [-6.986, -2.244, -0.932], [-6.916, -3.551, -3.773], [-5.680, -3.689, -2.538], [-5.264, -3.096, -4.165], [-6.071, 1.052, -2.421], [-4.142, 2.175, -1.445], [-3.809, -2.581, -2.394], [-1.917, -3.284, -2.385], [2.129, -2.501, -1.229], [1.404, -0.292, -0.467], [0.672, -3.948, -4.457], [-0.955, -4.467, -3.990], [0.328, -5.654, -4.169], [2.615, -4.095, -2.773], [2.211, -5.796, -2.603], [2.324, -4.795, -1.163], [-1.364, -5.409, -1.638], [-0.054, -5.428, -0.445], [-0.023, -6.535, -1.819], [4.583, 0.056, 0.911], [4.463, 1.302, 1.797], [5.745, 1.443, 2.662], [4.350, 2.510, 0.851], [3.130, 1.184, 3.106], [0.771, 1.867, 0.944], [2.789, 2.653, 4.202], [3.253, 3.988, 3.603], [1.304, 2.804, 4.587], [3.631, 2.354, 5.471], [2.540, -0.510, 3.646], [3.806, -1.184, 4.235], [1.465, -0.462, 4.741], [1.972, -1.362, 2.497], [5.452, 0.186, 0.260], [3.707, -0.066, 0.268], [4.739, -0.866, 1.467], [6.605, 1.461, 1.987], [5.897, 0.606, 3.349], [5.767, 2.368, 3.238], [5.217, 2.484, 0.182], [4.370, 3.468, 1.360], [3.453, 2.467, 0.231], [2.696, 4.257, 2.703], [4.318, 4.006, 3.380], [3.071, 4.770, 4.345], [0.648, 2.872, 3.717], [1.202, 3.740, 5.144], [0.948, 2.007, 5.232], [4.705, 2.341, 5.272], [3.360, 1.419, 5.962], [3.448, 3.158, 6.190], [4.206, -0.643, 5.098], [4.610, -1.313, 3.512], [3.522, -2.179, 4.588], [1.786, 0.069, 5.635], [1.246, -1.491, 5.042], [0.533, -0.018, 4.386], [2.695, -1.563, 1.710], [1.086, -0.902, 2.055], [1.667, -2.326, 2.916], [-1.065, 2.728, -2.271], [0.505, 2.903, -2.928], [0.709, 3.730, -3.923], [2.098, 3.927, -4.364], [2.840, 2.670, -3.921], [1.938, 2.075, -2.445], [-0.048, 4.293, -4.292], [2.496, 4.825, -3.891], [2.128, 4.053, -5.444], [3.868, 2.882, -3.643], [2.818, 1.886, -4.675]], "lowdin_charge": [1.162, -0.365, -0.348, -0.019, -0.068, -0.024, 0.092, 0.086, 0.137, 0.128, 0.130, -0.026, -0.551, -0.018, -0.048, -0.101, 0.044, -0.098, -0.091, -0.166, 0.085, -0.166, 0.076, -0.103, 0.042, -0.140, -0.075, -0.552, -0.022, -0.050, -0.020, 0.102, 0.100, 0.083, 0.104, 0.090, 0.096, 0.102, 0.091, 0.098, 0.133, 0.105, 0.111, 0.120, 0.120, 0.023, 0.099, 0.083, 0.103, 0.094, 0.102, 0.094, 0.086, 0.098, 0.103, -0.080, -0.608, -0.054, -0.092, 0.996, 0.383, -0.613, -0.080, -0.081, -0.053, -0.605, -0.058, -0.080, -0.092, 0.103, 0.065, 0.072, 0.112, 0.086, 0.076, 0.101, 0.066, 0.008, 0.085, 0.074, 0.104, 0.040, 0.103, 0.066, 0.086, 0.071, 0.113, 0.090, 0.070, 0.109, 0.075, 0.104, 0.081, 0.060, 0.042, 0.103, 0.660, -1.020, -0.029, -0.161, -0.355, 0.952, 0.162, 0.138, 0.141, 0.095, 0.094], "max_force_ev_per_a": 0.684, "homo_ev": [-16.1, -16.7], "s_squared": 3.828, "spin_multiplicity": 4, "total_energy_ev": -146565.2394, "total_charge": 3, "homo_lumo_gap_ha": [0.255, 0.272], "de_lowest_kj_mol": 116.2}

***

[4]
{"formula": "C3H6N2OS", "method": "ωB97M-V/def2-TZVPD", "elements": ["C", "C", "C", "N", "O", "N", "S", "H", "H", "H", "H", "H", "H"], "xyz": [[1.275, 1.537, -0.232], [0.087, 1.033, 0.026], [-0.257, -0.363, -0.137], [0.561, -1.383, -0.161], [1.794, -1.140, 0.343], [-1.541, -0.781, -0.485], [-2.965, -0.058, 0.064], [2.117, 0.842, -0.441], [1.516, 2.567, -0.091], [-0.696, 1.678, 0.461], [2.335, -1.907, 0.072], [-1.487, -1.768, -0.779], [-2.741, -0.256, 1.360]], "lowdin_charge": [0.042, -0.130, -0.426, -0.004, -0.086, -0.432, 0.752, 0.075, 0.056, 0.091, 0.113, 0.098, -0.149], "max_force_ev_per_a": 2.660, "homo_ev": -8.2, "total_energy_ev": -19068.0282, "total_charge": 0, "smiles": "C=C/C(=N\\O)NS", "homo_lumo_gap_ha": 0.327, "de_lowest_kj_mol": 399.3}

***

[5]
{"formula": "CH3N3O2S", "method": "ωB97M-V/def2-TZVPD", "elements": ["H", "N", "N", "O", "S", "C", "N", "O", "H", "H"], "xyz": [[-1.022, 2.173, -0.179], [-0.747, 1.187, -0.330], [-1.484, 0.361, 0.153], [-2.534, 0.502, 0.645], [-0.937, -1.350, -0.261], [0.785, -0.991, 0.022], [1.353, 0.093, -0.719], [2.199, 0.730, -0.045], [1.340, -1.800, -0.307], [1.045, -0.904, 1.021]], "lowdin_charge": [0.127, 0.095, -0.666, -0.007, 0.997, -0.542, -0.100, -0.033, 0.065, 0.062], "max_force_ev_per_a": 4.670, "homo_ev": [-9.5, -9.5], "total_energy_ev": -20479.6670, "total_charge": 0, "smiles": "[H]/N=[N+](\\[O-])SCN=O", "homo_lumo_gap_ha": [0.337, 0.337], "de_lowest_kj_mol": 570.4}